DFT (ωB97M-V/def2-TZVPD) results for an isolated molecule of C4H4O.

Cartesian coordinates (Å):
O -0.21799 1.20207 0.39639
C -0.90728 0.47863 -0.44220
C -0.25276 -0.75263 -0.63062
C 1.06059 -0.73148 0.14578
C 0.90979 0.49095 0.76379
H -1.80739 0.94449 -0.81723
H -0.51026 -1.47204 -1.40092
H -0.25462 -1.30649 0.41378
H 1.51244 1.07859 1.44132

Computed properties:
calculated total energy: -229.88515 Ha
energy relative to the best compared isomer or geometry (same formula, charge and spin): 374.9 kJ/mol
net charge: 0
HOMO energy: -8.6 eV
orbital gap: 8.978 eV
E_LUMO: 0.3795 eV
F_max: 0.010 hartree/bohr



DFT (ωB97M-V/def2-TZVPD) results for a structure of composition C4H4O in a non-equilibrium geometry.

Cartesian coordinates (Å):
C 2.56241 -0.32306 0.46857
C 1.45293 -0.07083 0.08562
C 0.30449 0.27368 -0.60429
C -1.66701 0.04844 -0.15763
O -0.58156 0.75528 0.30946
H 3.52735 -0.53652 0.83868
H -1.32732 -0.22090 -1.21948
H -1.90962 -0.72794 0.55881
H -2.48511 0.74036 -0.28430

Computed properties:
calculated total energy: -229.82702 Ha
energy relative to the best compared isomer or geometry (same formula, charge and spin): 527.6 kJ/mol
net charge: 0
HOMO energy: -8.7 eV
orbital gap: 8.113 eV
E_LUMO: -0.5924 eV
F_max: 0.067 hartree/bohr



DFT (ωB97M-V/def2-TZVPD) results for an isolated molecule of C4H4O in a non-equilibrium geometry.

Cartesian coordinates (Å):
C 0.04312 -1.65312 -0.32098
C 0.27370 -0.28852 0.08885
C -0.22245 0.83198 0.00242
C -0.17075 2.16304 0.35982
O -0.65566 3.25487 0.20158
H -0.97579 -1.71844 -0.71427
H 0.18389 -2.34518 0.50529
H 0.76114 -1.89411 -1.10334
H 0.76280 1.64947 0.98061

Computed properties:
SMILES: CC#CC=O
calculated total energy: -229.89726 Ha
energy relative to the best compared isomer or geometry (same formula, charge and spin): 343.1 kJ/mol
net charge: 0
HOMO energy: -9.0 eV
orbital gap: 8.996 eV
E_LUMO: 0.0443 eV
F_max: 0.074 hartree/bohr



DFT (ωB97M-V/def2-TZVPD) results for an isolated molecule of C4H4O in a non-equilibrium geometry.

Cartesian coordinates (Å):
C 2.29560 0.28820 0.02529
C 1.09090 0.40849 -0.11606
C -0.28929 0.59080 -0.01983
C -1.19387 -0.56044 -0.01259
O -0.81690 1.66277 -0.01470
H 3.40437 0.04933 0.06836
H -2.13157 -0.37423 -0.66517
H -1.70821 -0.50676 1.00028
H -0.65104 -1.55816 -0.26559

Computed properties:
SMILES: C#CC(C)=O
calculated total energy: -229.95472 Ha
energy relative to the best compared isomer or geometry (same formula, charge and spin): 192.3 kJ/mol
net charge: 0
HOMO energy: -10.2 eV
orbital gap: 10.286 eV
E_LUMO: 0.1287 eV
F_max: 0.083 hartree/bohr



DFT (ωB97M-V/def2-TZVPD) results for an isolated molecule of C4H4O.

Cartesian coordinates (Å):
C 1.53662 0.46307 0.56950
C 0.87835 -0.49983 0.24325
C -0.40449 -0.94917 -0.29228
C -0.87074 0.54415 -0.20595
O -1.47638 1.00356 0.72770
H 2.13048 1.26651 0.93169
H -0.32736 -1.38966 -1.29836
H -1.00404 -1.58398 0.36621
H -0.46245 1.14535 -1.04177

Computed properties:
SMILES: C#CCC=O
calculated total energy: -229.94317 Ha
energy relative to the best compared isomer or geometry (same formula, charge and spin): 222.6 kJ/mol
net charge: 0
HOMO energy: -9.7 eV
orbital gap: 10.595 eV
E_LUMO: 0.9145 eV
F_max: 0.019 hartree/bohr



DFT (ωB97M-V/def2-TZVPD) results for an isolated molecule of C4H4O in a non-equilibrium geometry.

Cartesian coordinates (Å):
C -2.17276 0.23074 -0.12556
C -1.05662 -0.40952 0.07817
C 0.40696 -0.44740 0.39742
C 1.04415 0.87398 0.04785
O 1.31389 -0.50729 -0.48582
H -3.18979 0.43327 -0.10943
H 0.88403 -0.72518 1.35128
H 0.55565 1.53802 -0.48800
H 1.90852 1.32546 0.74545

Computed properties:
SMILES: C#C[C@@H]1CO1
calculated total energy: -229.85819 Ha
energy relative to the best compared isomer or geometry (same formula, charge and spin): 445.7 kJ/mol
net charge: 0
HOMO energy: -9.6 eV
orbital gap: 10.551 eV
E_LUMO: 0.9033 eV
F_max: 0.174 hartree/bohr



DFT (ωB97M-V/def2-TZVPD) results for an isolated molecule of C4H4O in a non-equilibrium geometry.

Cartesian coordinates (Å):
C 2.36916 0.14026 0.03620
C 1.19832 -0.06225 -0.15139
C -0.18025 -0.36020 -0.44155
C -1.38179 0.32016 0.09514
O -0.46650 -1.20640 -1.28003
H 3.40807 0.31001 0.20715
H -1.85664 -0.15046 -0.84293
H -1.28157 1.36620 0.45327
H -1.86987 -0.26835 0.87145

Computed properties:
SMILES: C#CC(C)=O
calculated total energy: -229.93853 Ha
energy relative to the best compared isomer or geometry (same formula, charge and spin): 234.8 kJ/mol
net charge: 0
HOMO energy: -10.4 eV
orbital gap: 10.477 eV
E_LUMO: 0.1253 eV
F_max: 0.061 hartree/bohr



DFT (ωB97M-V/def2-TZVPD) results for a structure of composition C4H4O in a non-equilibrium geometry.

Cartesian coordinates (Å):
C -2.19341 -0.16453 -0.28235
C -1.10586 -0.11944 0.22296
C 1.35262 0.30413 -0.41265
C 0.29780 -0.09685 0.52616
O 1.19815 -0.99039 -0.00500
H -3.15033 -0.32787 -0.69437
H 0.94394 0.46551 -1.32537
H 2.14806 0.75673 0.04825
H 0.50902 0.17271 1.92237

Computed properties:
calculated total energy: -229.87690 Ha
energy relative to the best compared isomer or geometry (same formula, charge and spin): 396.6 kJ/mol
net charge: 0
HOMO energy: -10.0 eV
orbital gap: 11.056 eV
E_LUMO: 1.0554 eV
F_max: 0.114 hartree/bohr



DFT (ωB97M-V/def2-TZVPD) results for an isolated molecule of C4H4O.

Cartesian coordinates (Å):
C 0.67305 -0.58061 -1.13345
C -0.27514 -0.97801 -0.10933
C -0.90722 -0.61444 0.86821
C -0.80818 0.75846 1.39223
O -1.33279 1.31807 2.31215
H 1.63275 -1.09745 -1.09282
H 0.82783 0.47826 -0.81128
H 0.26273 -0.57441 -2.14374
H -0.07302 1.29013 0.71802

Computed properties:
SMILES: CC#CC=O
calculated total energy: -229.92423 Ha
energy relative to the best compared isomer or geometry (same formula, charge and spin): 272.3 kJ/mol
net charge: 0
HOMO energy: -10.2 eV
orbital gap: 10.423 eV
E_LUMO: 0.1958 eV
F_max: 0.015 hartree/bohr



DFT (ωB97M-V/def2-TZVPD) results for an isolated molecule of C4H4O in a non-equilibrium geometry.

Cartesian coordinates (Å):
C -0.72783 0.37878 -0.57882
C 0.12080 -0.03684 0.34928
C 1.33387 -0.75648 0.01224
C 1.40917 -1.02013 -1.24540
O 1.29878 -1.39644 -2.32925
H -1.69403 0.79823 -0.23055
H -0.48622 0.16836 -1.70913
H -0.26181 0.12549 1.42298
H 1.98845 -1.15360 0.84961

Computed properties:
SMILES: C=CC=C=O
calculated total energy: -229.97527 Ha
energy relative to the best compared isomer or geometry (same formula, charge and spin): 138.3 kJ/mol
net charge: 0
HOMO energy: -8.4 eV
orbital gap: 9.204 eV
E_LUMO: 0.7582 eV
F_max: 0.072 hartree/bohr



DFT (ωB97M-V/def2-TZVPD) results for an isolated molecule of C4H4O.

Cartesian coordinates (Å):
C 0.52018 -1.49002 -0.74525
C 0.88053 -0.35816 -0.18297
C 0.94167 0.80140 0.37790
C -0.18571 1.38787 0.85285
O -1.36599 1.14535 0.28177
H -0.08230 -1.43112 -1.65063
H 0.79593 -2.46710 -0.37758
H -0.26921 2.09640 1.67186
H -1.23510 0.31537 -0.22796

Computed properties:
SMILES: C=C=C=CO
calculated total energy: -229.91168 Ha
energy relative to the best compared isomer or geometry (same formula, charge and spin): 305.3 kJ/mol
net charge: 0
HOMO energy: -8.5 eV
orbital gap: 8.372 eV
E_LUMO: -0.1606 eV
F_max: 0.009 hartree/bohr



DFT (ωB97M-V/def2-TZVPD) results for an isolated molecule of C4H4O in a non-equilibrium geometry.

Cartesian coordinates (Å):
C 1.65277 0.18211 -0.35017
C 2.52188 0.79787 -1.00757
C 0.10547 0.17941 0.47961
C -1.14942 -0.24188 -0.12208
O 1.07198 -0.75545 0.52572
H 0.24598 1.00733 1.22703
H -1.65861 -0.83579 0.59155
H -1.03192 -0.84712 -1.04688
H -1.75815 0.51354 -0.29720

Computed properties:
calculated total energy: -229.80830 Ha
energy relative to the best compared isomer or geometry (same formula, charge and spin): 576.7 kJ/mol
net charge: 0
HOMO energy: -9.7 eV
orbital gap: 8.674 eV
E_LUMO: -1.0239 eV
F_max: 0.092 hartree/bohr